Record 1
This record from the Open Molecules 2025 dataset describes a single C14H14N6OS2 molecule in a non-equilibrium geometry. The level of theory is ωB97M-V/def2-TZVPD.

```
! RIJCOSX wB97M-V def2-TZVPD def2/J DEFGRID3
* xyz 0 1
C -6.14760 -1.71436 -0.34409
C -5.42603 -0.42224 -0.19621
C -5.93012 0.81556 -0.43559
S -4.74628 2.03688 -0.13978
C -3.62763 0.74566 0.29838
N -2.35826 1.08926 0.67523
C -1.27110 0.31313 1.01548
O -0.23726 0.86412 1.32434
C -1.41644 -1.17316 0.88058
S -0.67130 -1.56952 -0.75077
C 1.00053 -1.42664 -0.25227
N 1.62266 -2.25182 0.54389
N 2.85889 -1.79565 0.70773
C 2.99258 -0.68506 0.01785
C 4.22447 0.08287 -0.02753
C 5.44082 -0.59612 0.05908
C 6.61148 0.14070 0.02595
N 6.64166 1.45923 -0.08210
C 5.48929 2.10213 -0.14023
C 4.25424 1.47344 -0.11495
N 1.82128 -0.40238 -0.62754
C 1.48792 0.67633 -1.51130
N -4.12722 -0.43398 0.21832
H -7.15532 -1.54750 -0.71237
H -5.60849 -2.35731 -1.03720
H -6.19369 -2.22367 0.61690
H -6.91166 1.08631 -0.76513
H -2.17714 2.08615 0.72678
H -0.83706 -1.70420 1.63320
H -2.45372 -1.49408 0.84267
H 5.44628 -1.66966 0.15221
H 7.57686 -0.34407 0.08592
H 5.55908 3.18002 -0.21009
H 3.34842 2.05746 -0.12661
H 2.36312 0.95988 -2.09524
H 0.69263 0.34691 -2.18076
H 1.13273 1.53523 -0.93727
*
```

Results
Relative energy (zero: lowest compared OMol25 entry of this formula, charge and spin), kcal/mol: 0.0
Molar mass, g mol⁻¹: 346.44
E_HOMO, eV: -8.81
Structure (SMILES): Cc1csc(NC(=O)CSc2nnc(-c3ccncc3)n2C)n1
E_tot, Eh: -1742.0631
LUMO level, eV: 0.2884

Charges computed using natural (NBO), reported in e: C -0.631; C 0.160; C -0.458; S 0.355; C 0.271; N -0.628; C 0.684; O -0.595; C -0.632; S 0.261; C 0.149; N -0.272; N -0.263; C 0.300; C -0.047; C -0.219; C 0.039; N -0.412; C 0.039; C -0.249; N -0.339; C -0.415; N -0.512; H 0.220; H 0.229; H 0.228; H 0.243; H 0.418; H 0.268; H 0.287; H 0.241; H 0.195; H 0.193; H 0.220; H 0.222; H 0.230; H 0.220


Record 2
This record from the Open Molecules 2025 dataset describes a molecular structure, C14H15AuBN7OS in a non-equilibrium geometry. The level of theory is ωB97M-V/def2-TZVPD.

```
! RIJCOSX wB97M-V def2-TZVPD def2/J DEFGRID3
* xyz 0 1
Au -0.20185 -0.73028 0.00545
N -4.31405 -1.78098 -1.37115
C -3.25165 -1.45948 -0.61065
S -1.99055 -2.62728 -0.48285
N -3.26465 -0.28888 -0.01835
N -2.19195 0.08402 0.65185
C -2.17575 1.18772 1.34355
C -1.18815 1.47722 2.31126
C -1.17575 2.73472 2.94576
C -0.28025 3.02612 3.94106
C 0.61165 2.03892 4.39066
C 0.60855 0.79662 3.82736
C -0.22795 0.47902 2.71986
O -0.08555 -0.65548 2.15536
H -4.37225 -2.71648 -1.73515
H -5.13485 -1.19828 -1.34335
H -2.99535 1.89512 1.22945
H -1.87865 3.48662 2.61226
H -0.25855 4.00832 4.38695
H 1.30645 2.26622 5.18735
H 1.27145 0.02172 4.18066
B 2.35625 -0.68488 -2.68114
N 0.82995 -0.64438 -2.93734
C 0.34045 -0.73028 -4.17505
C -1.01945 -0.46888 -4.14465
C -1.28885 -0.24048 -2.80844
N -0.16095 -0.34528 -2.10014
N 2.74455 -0.70438 -1.18894
C 4.01545 -0.66418 -0.77985
C 4.04915 -0.76778 0.60095
C 2.71605 -0.86488 0.96675
N 1.95555 -0.82478 -0.12625
H 2.78025 -1.67638 -3.19354
H 2.82965 0.30312 -3.16374
H 0.98085 -0.96848 -4.99835
H -1.71095 -0.44618 -4.95955
H -2.21755 -0.00648 -2.33014
H 4.81895 -0.56868 -1.48084
H 4.90755 -0.78398 1.24076
H 2.26285 -0.95808 1.93215
*
```

Results
Relative energy (zero: lowest compared OMol25 entry of this formula, charge and spin), kcal/mol: 37.4
Molar mass, g mol⁻¹: 537.17
E_HOMO (spin up / spin down), eV: -7.73 / -7.65
E_tot, Eh: -1559.6814
LUMO level (spin up / spin down), eV: -2.4419 / -2.5019

Charges computed using natural (NBO), reported in e: Au 1.370; N -0.794; C 0.274; S -0.388; N -0.430; N -0.261; C 0.090; C -0.222; C -0.141; C -0.266; C -0.181; C -0.242; C 0.370; O -0.650; H 0.411; H 0.399; H 0.210; H 0.210; H 0.216; H 0.216; H 0.211; B 0.167; N -0.270; C 0.023; C -0.338; C -0.013; N -0.322; N -0.260; C 0.006; C -0.339; C -0.033; N -0.348; H -0.038; H -0.042; H 0.232; H 0.237; H 0.232; H 0.229; H 0.236; H 0.237


Record 3
This record from the Open Molecules 2025 dataset describes 2 unconnected molecules or ions with the total composition C14H15Br2N2PS in a non-equilibrium geometry. The level of theory is ωB97M-V/def2-TZVPD.

```
! RIJCOSX wB97M-V def2-TZVPD def2/J DEFGRID3
* xyz 0 1
N 0.49901 2.17003 3.23539
P -0.80255 1.60974 2.39177
N -0.73709 -0.12816 2.05225
C -1.98905 -0.68198 1.42128
C -3.28271 0.20179 0.88658
C -4.60489 -0.53177 0.20974
C -4.76237 -2.17090 0.04591
C -3.46298 -3.06848 0.57183
C -2.14585 -2.33539 1.21781
S -0.61504 -3.33077 1.78373
C 0.81027 -2.21519 1.16891
C 2.15862 -2.84795 0.48419
C 3.30212 -1.79918 -0.05386
C 3.12327 -0.16902 0.06715
C 1.73380 0.40209 0.80215
C 0.53348 -0.57827 1.37818
H 1.15361 1.34462 3.37882
H -0.98277 2.29985 1.12509
H -1.94595 1.82050 3.28662
H -3.28257 1.37008 0.94119
H -5.47871 0.14958 -0.16890
H -5.68058 -2.72123 -0.42934
H -3.43446 -4.25951 0.50236
H 2.27963 -4.02874 0.36451
H 4.27132 -2.29186 -0.54640
H 3.92482 0.61793 -0.33601
H 1.66233 1.56544 0.89804
Br 4.11906 1.43712 -2.72007
C 2.69672 2.13907 -3.85540
C 1.71769 2.96706 -3.05641
Br 0.51516 1.83330 -2.02039
H 2.23513 1.28320 -4.35550
H 3.20679 2.75731 -4.59951
H 1.06486 3.54000 -3.72079
H 2.19991 3.64969 -2.35089
*
```

Results
Molar mass, g mol⁻¹: 434.14
E_HOMO, eV: -7.94
Structure (SMILES): N=[PH2]N1c2ccccc2Sc2ccccc21.BrCCBr
E_tot, Eh: -6538.9266
LUMO level, eV: -0.1620

Charges computed using natural (NBO), reported in e: N -1.284; P 1.410; N -0.775; C 0.159; C -0.279; C -0.211; C -0.235; C -0.218; C -0.173; S 0.252; C -0.162; C -0.239; C -0.229; C -0.223; C -0.247; C 0.123; H 0.381; H -0.046; H -0.007; H 0.233; H 0.236; H 0.249; H 0.251; H 0.257; H 0.239; H 0.255; H 0.258; Br -0.010; C -0.444; C -0.453; Br -0.001; H 0.237; H 0.231; H 0.231; H 0.235


Record 4
This record from the Open Molecules 2025 dataset describes a molecular structure, C14H15CaNO7S2. The level of theory is ωB97M-V/def2-TZVPD.

```
! RIJCOSX wB97M-V def2-TZVPD def2/J DEFGRID3
* xyz 0 1
Ca -0.25855 -0.07349 -0.47827
O -0.84468 3.58664 1.37192
S -1.08974 2.26526 0.88044
O -0.21723 1.22337 1.46675
O -1.01385 2.12947 -0.58778
C -2.77083 1.83369 1.37344
C -3.41860 2.86388 2.04758
C -4.70915 2.71136 2.52686
C -5.37180 1.51531 2.34067
C -4.74500 0.47891 1.66883
C -3.45092 0.61444 1.17528
S -2.88120 -0.85645 0.29572
O -3.95896 -1.79846 0.34071
O -1.64728 -1.32959 0.97202
O -2.50867 -0.41214 -1.05975
H -2.88323 3.78988 2.19107
H -5.18921 3.52998 3.04675
H -6.37921 1.38002 2.71183
H -5.24957 -0.46098 1.50608
O 0.20453 -2.37508 -1.21332
C 1.49290 -2.99048 -1.05584
C 2.30859 -2.72539 -2.30349
C 2.44705 -1.23663 -2.65059
C 3.08030 -0.43977 -1.54285
C 4.45801 -0.29549 -1.45766
C 5.00195 0.41895 -0.40416
C 4.15519 0.97514 0.54050
C 2.79391 0.78983 0.39224
N 2.26246 0.09288 -0.62299
H -0.41924 -2.75886 -0.57409
H 1.37015 -4.06549 -0.91761
H 1.99124 -2.58936 -0.16832
H 1.84197 -3.24032 -3.14502
H 3.29991 -3.16203 -2.15824
H 1.46251 -0.82337 -2.87707
H 3.04393 -1.13783 -3.55744
H 5.09378 -0.73175 -2.21688
H 6.07410 0.54495 -0.32772
H 4.53789 1.54793 1.37273
H 2.08656 1.21108 1.09766
*
```

Results
Molar mass, g mol⁻¹: 413.49
E_HOMO, eV: -9.48
E_tot, Eh: -2598.0986
LUMO level, eV: -0.0630

Charges computed using natural (NBO), reported in e: Ca 1.806; O -0.950; S 2.379; O -1.079; O -1.063; C -0.237; C -0.205; C -0.199; C -0.198; C -0.179; C -0.357; S 2.386; O -0.952; O -1.078; O -1.060; H 0.253; H 0.218; H 0.218; H 0.255; O -0.794; C -0.070; C -0.408; C -0.439; C 0.237; C -0.256; C -0.136; C -0.255; C 0.049; N -0.567; H 0.513; H 0.191; H 0.172; H 0.223; H 0.216; H 0.213; H 0.231; H 0.224; H 0.225; H 0.234; H 0.240


Record 5
This record from the Open Molecules 2025 dataset describes a molecular structure, C14H15N2O7V in a non-equilibrium geometry. The level of theory is ωB97M-V/def2-TZVPD.

```
! RIJCOSX wB97M-V def2-TZVPD def2/J DEFGRID3
* xyz 0 1
O -4.98696 -2.02638 0.80484
V -4.02686 -1.42973 1.97174
O -4.74799 -0.04386 2.36754
C -1.26266 -0.47261 -0.64173
C -1.23471 -0.42771 0.87696
O -1.92603 -1.42817 1.53516
H -2.23906 -0.27968 -1.08870
H -0.74874 -1.27490 -1.18053
H -0.56893 0.28851 -1.02693
H -1.37175 0.62835 1.14748
H -0.17185 -0.50145 1.15243
C -1.89377 -1.35356 -5.53119
C -1.16903 -0.62227 -4.57618
C 0.09470 -0.15982 -4.83636
C 0.67629 -0.44145 -6.06498
C 0.03950 -1.21920 -6.99533
C -1.26754 -1.61105 -6.73924
N 2.03833 0.05618 -6.29292
O 2.66263 -0.43427 -7.20776
O 2.51096 0.86561 -5.50583
H -2.77837 -1.84351 -5.14940
H -1.55831 -0.33519 -3.60772
H 0.60630 0.46237 -4.11736
H 0.50816 -1.43731 -7.94375
H -1.70122 -2.24859 -7.49931
C 1.78063 3.13793 5.60509
C 2.22898 2.33776 6.66116
C 2.15133 0.94747 6.56509
C 1.65955 0.36737 5.38719
C 1.26791 1.20501 4.36248
C 1.33590 2.56569 4.42459
N 1.69003 -1.07634 5.20248
O 1.44677 -1.53707 4.07934
O 1.92064 -1.82193 6.12980
H 1.81580 4.21070 5.74410
H 2.71961 2.77244 7.51930
H 2.57539 0.42856 7.41357
H 0.95508 0.64176 3.48870
H 0.96930 3.11034 3.56619
*
```

Results
Relative energy (zero: lowest compared OMol25 entry of this formula, charge and spin), kcal/mol: 0.0
Molar mass, g mol⁻¹: 374.22
E_HOMO, eV: -10.08
E_tot, Eh: -2122.4000
LUMO level, eV: -2.5248

Charges computed using Mulliken, reported in e: O -0.613; V 1.683; O -0.605; C -0.945; C -0.195; O -0.826; H 0.293; H 0.384; H 0.345; H 0.293; H 0.192; C -0.683; C 0.023; C -0.437; C 0.216; C -0.550; C -0.267; N 0.947; O -0.574; O -0.589; H 0.361; H 0.332; H 0.435; H 0.433; H 0.345; C -0.276; C -0.521; C -0.176; C -0.189; C 0.070; C -0.687; N 0.952; O -0.580; O -0.578; H 0.361; H 0.369; H 0.401; H 0.481; H 0.375


Record 6
This record from the Open Molecules 2025 dataset describes a single C14H15N3O3 molecule in a non-equilibrium geometry. The level of theory is ωB97M-V/def2-TZVPD.

```
! RIJCOSX wB97M-V def2-TZVPD def2/J DEFGRID3
* xyz 0 1
C -4.75404 -1.92851 1.04143
C -4.81231 -0.92030 -0.09979
C -3.62638 0.01843 -0.25417
O -3.72516 1.06267 -0.86001
N -2.46630 -0.42226 0.31175
C -1.21845 0.18530 0.33085
C -0.93618 1.41278 -0.26423
C 0.35346 1.91139 -0.19207
C 0.71368 3.22224 -0.81480
C 1.32036 1.14914 0.48168
N 2.63520 1.61975 0.58893
C 3.80307 0.91089 0.56619
O 4.84174 1.40975 0.94648
C 3.72830 -0.43406 -0.03936
C 2.97189 -0.92414 -1.07653
C 3.43345 -2.23532 -1.31183
C 4.43360 -2.44494 -0.40809
O 4.62217 -1.36443 0.35091
C 0.92334 -0.04993 1.06622
N -0.30321 -0.52395 0.98743
H -4.01046 -2.70308 0.86182
H -5.71945 -2.42107 1.13430
H -4.53672 -1.43619 1.98706
H -4.91977 -1.44476 -1.05376
H -5.69241 -0.28304 0.00747
H -2.46664 -1.30580 0.80294
H -1.71555 1.95413 -0.77346
H 0.91017 3.96729 -0.04296
H 1.61225 3.12269 -1.42204
H -0.09973 3.58303 -1.43763
H 2.74856 2.59601 0.83415
H 2.19612 -0.41144 -1.60754
H 3.07285 -2.92263 -2.04890
H 5.05689 -3.29619 -0.21680
H 1.62566 -0.65345 1.62437
*
```

Results
Relative energy (zero: lowest compared OMol25 entry of this formula, charge and spin), kcal/mol: 0.2
Molar mass, g mol⁻¹: 273.29
E_HOMO, eV: -8.37
Structure (SMILES): CCC(=O)Nc1cc(C)c(NC(=O)c2ccco2)cn1
E_tot, Eh: -932.5084
LUMO level, eV: 0.6445

Charges computed using natural (NBO), reported in e: C -0.620; C -0.495; C 0.689; O -0.610; N -0.615; C 0.367; C -0.284; C 0.017; C -0.646; C 0.127; N -0.630; C 0.634; O -0.575; C 0.136; C -0.250; C -0.324; C 0.117; O -0.363; C 0.030; N -0.457; H 0.202; H 0.226; H 0.213; H 0.231; H 0.235; H 0.418; H 0.260; H 0.221; H 0.229; H 0.231; H 0.411; H 0.234; H 0.233; H 0.207; H 0.202